Record 1
This record from the OMol25 dataset describes C36H42MoN4O3S3Si as an isolated structure. The level of theory is the ωB97M-V functional and the def2-TZVPD basis.

```
90
Properties=species:S:1:pos:R:3:forces:R:3:mulliken_charge:R:1
Mo 0.3499 -0.1636 -0.5493 0.031 -0.583 0.159 -0.397
C -2.3821 -3.4379 -2.6232 -0.009 -0.014 -0.017 -0.871
N -2.4130 -3.2295 -1.1748 0.011 -0.002 -0.017 0.400
C -3.4206 -3.9689 -0.4192 -0.019 -0.012 0.019 -0.898
C -1.5833 -2.4265 -0.5820 -0.044 0.034 -0.032 0.073
O -0.6666 -1.8140 -1.2238 0.081 0.169 -0.053 -0.696
H -3.4062 -3.4487 -2.9900 -0.004 0.003 0.010 0.379
H -1.9116 -4.3949 -2.8475 0.007 0.004 0.003 0.301
H -1.8347 -2.6305 -3.0987 0.000 0.002 0.008 0.203
H -4.4135 -3.6877 -0.7663 0.002 0.008 -0.005 0.336
H -3.3288 -3.7438 0.6404 0.002 0.002 -0.003 0.304
H -3.2782 -5.0373 -0.5736 0.005 0.003 -0.004 0.358
H -1.6949 -2.2869 0.4927 0.014 0.001 0.009 0.090
O -0.8865 1.1469 -0.8848 -0.312 0.196 -0.175 -0.119
C -1.1529 1.8545 -2.1315 0.087 0.025 0.100 4.010
C -1.6250 3.2402 -1.7790 -0.070 -0.037 0.053 -1.364
C -1.0636 4.0813 -0.8601 0.055 0.005 -0.047 -0.164
C -1.6896 5.3525 -0.8331 0.036 0.039 -0.046 -0.978
C -2.7025 5.4448 -1.7409 -0.077 -0.048 0.098 -0.512
S -2.9370 3.9867 -2.5906 0.110 0.051 -0.119 -0.058
C -2.1876 1.0457 -2.8741 0.069 -0.072 -0.037 -0.777
C -2.2160 0.7355 -4.2004 -0.019 0.058 0.023 -0.468
C -3.3851 0.0126 -4.5684 -0.050 0.019 0.000 -0.874
C -4.2075 -0.2131 -3.5095 0.045 -0.080 -0.010 -0.515
S -3.5732 0.4305 -2.0557 -0.055 0.098 0.009 -0.011
C 0.1651 1.8566 -2.8669 0.006 0.015 0.087 -0.564
C 0.9780 0.7618 -2.9799 0.079 -0.067 -0.082 -0.682
C 2.2077 1.0537 -3.6279 -0.001 -0.014 -0.055 -0.796
C 2.2775 2.3588 -4.0058 0.076 0.026 0.123 -0.592
S 0.9046 3.2470 -3.5105 -0.100 -0.025 -0.101 -0.148
H -0.2133 3.8056 -0.2498 -0.012 -0.003 0.009 0.494
H -1.3924 6.1676 -0.1903 0.007 -0.002 0.001 0.455
H -3.3336 6.2952 -1.9426 -0.025 -0.013 0.012 0.492
H -1.4428 1.0342 -4.8943 -0.006 -0.001 -0.008 0.651
H -3.6087 -0.3048 -5.5760 0.005 0.006 -0.003 0.472
H -5.1626 -0.7143 -3.5071 0.005 -0.014 0.002 0.542
H 0.6943 -0.2732 -2.7353 -0.186 0.017 -0.165 0.768
H 2.9854 0.3314 -3.8272 -0.021 -0.017 -0.013 0.465
H 3.0746 2.8501 -4.5404 0.010 0.013 0.022 0.517
C -0.1201 1.2178 5.7128 -0.028 -0.034 0.022 -0.931
N -0.4715 1.1143 4.3036 0.149 0.102 -0.016 -0.055
N -0.0307 0.0806 3.5204 -0.130 -0.094 -0.033 1.135
C -0.4635 0.2876 2.2556 0.041 0.045 0.052 0.272
O -0.2521 -0.6027 1.3275 -0.100 -0.054 0.050 -0.189
C -1.1570 1.5010 2.2344 -0.076 -0.032 -0.017 -0.221
C -1.1439 1.9807 3.5342 0.014 0.012 0.007 -0.041
C -1.7361 3.2291 4.0853 -0.002 0.001 0.005 -1.853
C 0.7065 -1.0314 4.0418 0.014 -0.011 0.047 -0.647
C 2.0845 -1.0416 3.8981 0.032 0.017 -0.012 -0.056
C 2.8067 -2.0958 4.4374 0.024 -0.012 -0.034 -0.834
C 2.1475 -3.1191 5.1049 -0.016 -0.010 0.006 -0.473
C 0.7647 -3.0974 5.2383 0.014 -0.001 0.008 -0.763
C 0.0338 -2.0464 4.7061 -0.006 0.023 -0.051 -0.099
H 0.8550 0.7660 5.8735 0.006 0.015 0.001 0.370
H -0.8592 0.7186 6.3375 0.002 -0.014 -0.008 0.293
H -0.0682 2.2704 5.9754 -0.016 0.001 -0.009 0.423
H -1.6504 1.9433 1.3856 0.042 0.006 0.003 0.594
H -2.3861 3.6838 3.3424 0.005 0.002 -0.005 0.400
H -0.9559 3.9482 4.3417 -0.002 -0.003 0.008 0.395
H -2.3221 3.0293 4.9819 -0.007 0.002 -0.003 0.424
H 2.5787 -0.2260 3.3840 0.007 -0.002 -0.010 0.582
H 3.8845 -2.1141 4.3460 -0.005 0.004 -0.001 0.460
H 2.7148 -3.9353 5.5313 -0.001 -0.002 -0.001 0.461
H 0.2580 -3.8943 5.7650 -0.004 0.000 -0.006 0.465
H -1.0439 -2.0061 4.8061 0.005 -0.010 0.004 0.558
C 2.4077 -2.8243 -2.4197 0.011 -0.015 0.011 -0.826
Si 2.7737 -2.3212 -0.6665 0.052 -0.021 0.061 0.128
C 4.5868 -2.5136 -0.3050 -0.017 0.004 0.026 -1.391
C 1.8252 -3.3125 0.5983 -0.002 0.008 -0.001 -0.518
N 2.1996 -0.6039 -0.4738 0.222 -0.019 -0.004 1.396
C 2.9621 0.5852 -0.4075 -0.074 0.156 0.048 0.899
C 2.2571 1.7061 0.0431 -0.061 0.207 0.264 -0.105
C 2.8419 2.9572 0.1253 0.104 -0.008 -0.220 -0.623
C 4.1746 3.1022 -0.2382 -0.022 -0.010 -0.016 -0.832
C 4.8817 1.9981 -0.6931 0.007 -0.018 -0.008 -0.789
C 4.2862 0.7472 -0.7938 0.036 -0.017 -0.052 -0.555
H 2.7104 -3.8651 -2.5615 -0.006 0.005 -0.021 0.502
H 2.9823 -2.2241 -3.1288 -0.011 0.011 -0.002 0.292
H 1.3503 -2.7500 -2.6800 -0.010 0.010 0.025 0.063
H 4.7641 -3.5880 -0.1956 -0.007 0.007 0.023 0.408
H 4.8918 -2.0372 0.6280 0.000 0.026 -0.012 0.432
H 5.2383 -2.1699 -1.1074 -0.004 0.008 -0.002 0.414
H 1.9027 -4.3786 0.3714 0.008 0.007 -0.017 0.543
H 0.7694 -3.0612 0.6857 -0.030 0.007 -0.037 -0.046
H 2.2690 -3.1534 1.5826 0.011 0.010 0.062 0.107
H 1.2320 1.6287 0.4425 0.124 -0.089 0.079 0.291
H 2.2701 3.8052 0.4786 0.014 0.002 0.021 0.490
H 4.6617 4.0643 -0.1631 -0.012 0.006 0.005 0.453
H 5.9182 2.1091 -0.9828 0.001 0.000 0.002 0.460
H 4.8587 -0.0839 -1.1766 -0.031 -0.017 0.002 0.310
```
Positions in Å, forces in eV/Å.

For the LUMO energy (alpha / beta), the calculation gives -5.740 / -5.754 eV. As for the net charge: +2. The HOMO energy (alpha / beta) is -13.2 / -13.3 eV. The value obtained for the largest force on an atom is 0.0118 hartree/bohr. The value obtained for the total energy is -92344.3107 eV. The value obtained for the frontier orbital gap (alpha / beta) is 0.2730 / 0.2756 Ha.


Record 2
This record from the OMol25 dataset describes one molecule with the formula C5H11NO2 in a non-equilibrium geometry. The level of theory is the ωB97M-V functional and the def2-TZVPD basis.

```
19
Properties=species:S:1:pos:R:3:forces:R:3:nbo_charge:R:1
O 2.0103 0.2691 1.1965 0.256 -0.461 0.618 -0.559
C 1.5962 1.0527 0.2439 1.279 1.638 3.052 -0.050
C 0.3968 0.4476 -0.4635 -0.488 -2.731 -2.680 -0.093
C -0.8295 0.7627 0.3571 -0.049 1.535 1.759 -0.365
C -0.8495 0.0383 1.6590 -0.588 -2.057 -0.758 -0.645
N 0.5998 -1.0011 -0.6018 -0.046 3.737 -0.101 -0.373
C -0.5082 -1.5500 -1.7645 -0.841 1.107 0.529 0.157
O -1.6932 -1.1593 -1.3718 1.173 -0.551 -0.278 -0.631
H 1.0832 1.9595 0.5759 0.459 0.924 0.732 0.124
H 2.4337 1.4747 -0.3513 -0.435 -1.009 -1.091 0.234
H -0.9708 1.8500 0.4773 -0.016 -0.357 -0.330 0.212
H -1.5686 0.3040 -0.3203 -0.355 -0.128 -0.435 0.312
H -0.8633 -0.9933 1.2432 -0.001 -0.037 1.025 0.212
H -1.7573 0.0938 2.2597 0.101 0.619 -0.047 0.236
H 0.0570 0.0955 2.2708 0.160 0.362 -0.129 0.260
H 0.9299 -1.1680 0.3890 -0.362 -1.052 -0.956 0.428
H 0.0099 -0.9841 -2.5650 -0.341 -0.179 -0.112 0.134
H -0.4082 -2.6221 -1.9260 0.428 -0.290 0.460 0.182
H 0.3317 1.1299 -1.3083 -0.334 -1.071 -1.259 0.224
```
Positions in Å, forces in eV/Å.

For the LUMO energy, the calculation gives -3.691 eV. The calculation puts the energy relative to the best compared isomer or geometry (same formula, charge and spin) at 859.4 kJ/mol. As for the net charge: 0. The HOMO energy is -9.0 eV. The value obtained for the largest force on an atom is 0.0750 hartree/bohr. The value obtained for the total energy is -10940.3599 eV. The value obtained for the frontier orbital gap is 0.1957 Ha.


Record 3
This record from the OMol25 dataset describes a 2-piece molecular cluster, C4H9O2 overall in a non-equilibrium geometry. The level of theory is the ωB97M-V functional and the def2-TZVPD basis.

```
15
Properties=species:S:1:pos:R:3:forces:R:3:nbo_charge:R:1
C 0.4314 -0.2540 -0.1164 5.970 -2.911 0.437 0.856
C 2.4442 -0.8419 -0.6350 -4.230 -0.454 -0.156 -0.467
C -1.0412 -0.1846 1.7684 -2.492 -1.576 1.316 -0.289
C -1.2363 1.0499 -1.1939 -3.477 2.684 -1.314 -0.318
O 0.0990 -0.6030 1.0664 1.243 0.536 -1.387 -0.425
O -0.0859 0.3202 -1.0861 1.955 -0.627 0.332 -0.437
H 2.6432 -1.7254 -0.0077 -0.753 -0.341 -1.090 0.234
H 2.2710 -0.8498 -1.7743 0.785 -0.118 2.212 0.254
H 3.0244 -0.1394 -0.1142 0.534 1.869 -0.200 0.218
H -1.6595 0.3916 1.1109 -0.356 0.703 0.376 0.193
H -0.7927 0.2116 2.7530 0.374 0.615 -0.536 0.242
H -1.6088 -1.1128 2.0408 0.430 0.660 -0.511 0.230
H -1.1932 1.3402 -2.3354 -0.827 -0.457 2.434 0.255
H -2.1139 0.3485 -0.9168 1.077 1.642 -0.708 0.219
H -1.1816 2.0489 -0.5597 -0.234 -2.224 -1.207 0.234
```
Positions in Å, forces in eV/Å.

For the LUMO energy, the calculation gives -3.822 eV. The calculation puts the energy relative to the best compared isomer or geometry (same formula, charge and spin) at 333.1 kJ/mol. As for the net charge: +1. The HOMO energy is -15.5 eV. The value obtained for the largest force on an atom is 0.1294 hartree/bohr. The value obtained for the total energy is -8377.4307 eV. The value obtained for the frontier orbital gap is 0.4300 Ha.


Record 4
This record from the OMol25 dataset describes one molecule with the formula C13H19NO4. The level of theory is the ωB97M-V functional and the def2-TZVPD basis.

```
37
Properties=species:S:1:pos:R:3:forces:R:3:nbo_charge:R:1
C 1.0038 3.3609 -3.6230 0.035 0.140 -0.400 -0.258
O 0.7393 2.3732 -2.6403 -0.067 -0.245 0.349 -0.514
C 0.3947 1.1602 -3.1128 0.039 0.176 -0.398 0.785
O 0.3137 0.9204 -4.2934 0.015 0.039 0.148 -0.595
C 0.1311 0.1808 -2.0376 -0.075 -0.308 0.246 -0.173
C -0.2689 -1.1046 -2.3904 0.084 0.262 -0.053 -0.188
C -0.5343 -2.0286 -1.4006 0.063 0.068 -0.011 -0.149
C -0.4074 -1.7099 -0.0547 -0.014 0.117 -0.026 -0.052
C -0.7604 -2.7281 0.9833 0.025 -0.041 -0.073 -0.642
C 0.0254 -0.4201 0.3036 -0.095 -0.152 -0.347 0.220
N 0.1387 -0.1094 1.6768 -0.063 0.135 0.037 -0.497
C -0.0962 1.2652 2.0821 -0.411 0.090 -0.107 -0.237
C -1.5391 1.6654 1.7568 0.357 0.162 -0.083 -0.070
O -2.4576 0.7899 2.3585 -0.255 -0.293 0.160 -0.716
C 1.2545 -0.7300 2.3703 -0.028 -0.191 0.411 -0.234
C 0.8665 -1.2332 3.7710 0.101 0.434 0.086 -0.074
O 0.9700 -2.6420 3.7779 0.030 -0.462 0.014 -0.727
C 0.2792 0.5127 -0.6953 0.055 -0.067 -0.064 -0.225
H 0.1242 3.5164 -4.2515 0.095 0.021 0.046 0.194
H 1.2531 4.2705 -3.0822 -0.013 -0.053 -0.013 0.193
H 1.8362 3.0511 -4.2586 -0.070 0.065 0.046 0.193
H -0.3758 -1.3512 -3.4350 -0.020 -0.019 -0.092 0.236
H -0.8654 -3.0207 -1.6717 -0.048 -0.093 -0.022 0.203
H -1.1499 -2.2483 1.8773 -0.015 -0.032 0.120 0.220
H 0.1147 -3.3035 1.2832 0.009 -0.042 0.122 0.237
H -1.5016 -3.4222 0.5937 -0.035 -0.050 -0.017 0.219
H 0.6065 1.9835 1.6339 0.047 -0.024 0.044 0.176
H 0.0343 1.3032 3.1664 0.006 0.048 -0.041 0.206
H -1.6873 1.6859 0.6680 0.035 0.107 0.126 0.166
H -1.7503 2.6586 2.1583 0.077 -0.020 -0.092 0.185
H -2.2040 -0.1051 2.0979 0.017 0.047 0.054 0.471
H 2.0954 -0.0261 2.4429 -0.004 -0.055 -0.070 0.184
H 1.5945 -1.5945 1.8006 0.048 0.057 0.025 0.228
H -0.1628 -0.9244 3.9994 0.121 0.072 -0.074 0.171
H 1.5333 -0.8045 4.5317 -0.074 -0.019 -0.065 0.160
H 0.7137 -2.9764 4.6434 0.025 0.046 -0.050 0.472
H 0.6053 1.5093 -0.4469 0.004 0.081 0.065 0.228
```
Positions in Å, forces in eV/Å.

For the LUMO energy, the calculation gives 0.632 eV. The calculation puts the energy relative to the best compared isomer or geometry (same formula, charge and spin) at 138.0 kJ/mol. As for the net charge: 0. The HOMO energy is -8.4 eV. The value obtained for the largest force on an atom is 0.0090 hartree/bohr. The value obtained for the total energy is -23469.1255 eV. The value obtained for the frontier orbital gap is 0.3333 Ha.